C30H33Cl5CoN3O8PS3 | wB97M-V/def2-TZVPD

Summary:
Electronic energy, Ha: -7149.11031
Relative energy (zero: lowest compared OMol25 entry of this formula, charge and spin), kcal per mole: 0.00
Expectation value of S²: 3.76
HOMO energy (spin up / spin down), hartree: -0.11631 / -0.11627
2S+1: 4
Total charge: -2
Max |F|, Eh/bohr: 0.0102

XYZ file:
```
84
Properties=species:S:1:pos:R:3:lowdin_spin:R:1
Co 0.2222 -0.7757 -0.4935 2.7206
O 1.8074 -1.3574 4.8504 0.0003
C 1.9514 -0.0517 4.5703 0.0003
C 2.4566 0.7740 5.5766 0.0001
C 2.6307 2.1265 5.3507 0.0000
C 2.3087 2.6886 4.1164 0.0000
C 1.8124 1.8713 3.1178 0.0004
C 1.6250 0.5036 3.3199 0.0017
C 1.0747 -0.3036 2.1995 0.0045
O 0.8010 0.3011 1.1072 0.0447
N 0.9022 -1.5874 2.4231 0.0034
N 0.3481 -2.2221 1.3142 0.0309
C 0.3114 -3.4926 1.4265 0.0002
S 1.0275 -4.3380 2.8006 0.0013
C 0.5367 -5.9890 2.2393 0.0003
C 0.4885 -5.9714 0.7221 -0.0002
S -0.4619 -4.5179 0.2368 -0.0009
H 1.4597 -1.7856 4.0230 0.0001
H 2.7037 0.3218 6.5302 0.0000
H 3.0205 2.7516 6.1465 0.0000
H 2.4398 3.7482 3.9388 0.0000
H 1.5555 2.2769 2.1472 0.0001
H -0.4349 -6.2432 2.6622 0.0000
H 1.2860 -6.6928 2.6062 0.0002
H -0.0191 -6.8478 0.3175 0.0000
H 1.4796 -5.8738 0.2802 0.0000
Cl 4.1070 0.7385 -6.4289 0.0011
C 2.8889 0.5868 -5.1745 0.0046
C 3.1594 1.0416 -3.8982 -0.0009
C 2.1927 0.9135 -2.9204 0.0044
Cl 2.5174 1.5504 -1.3336 0.0020
C 0.9289 0.3246 -3.1443 0.0048
O 0.0031 0.2045 -2.2405 0.0559
C 0.7163 -0.0958 -4.4737 0.0053
Cl -0.8277 -0.8104 -4.8636 0.0008
C 1.6640 0.0233 -5.4732 -0.0006
H 4.1128 1.4909 -3.6597 -0.0002
H 1.4454 -0.3260 -6.4724 -0.0001
N -0.7408 2.7316 0.0752 0.0008
C -1.9843 3.3495 0.2042 -0.0001
C -2.6422 3.8874 -0.9023 0.0001
C -3.9112 4.4423 -0.7751 0.0000
C -4.5508 4.4869 0.4577 0.0001
C -3.8870 3.9725 1.5673 0.0000
C -2.6204 3.4198 1.4480 0.0001
S -6.1823 5.2020 0.6425 0.0000
O -6.9161 4.2212 1.4329 0.0000
O -5.9588 6.4617 1.3396 0.0000
O -6.6678 5.3574 -0.7231 0.0000
H -0.4601 2.4190 -0.8422 -0.0001
H -0.4295 2.1178 0.8115 0.0000
H -2.1582 3.8441 -1.8742 0.0000
H -4.4354 4.8352 -1.6380 0.0000
H -4.3836 3.9983 2.5308 0.0000
H -2.1138 3.0185 2.3219 0.0000
C -2.6578 -2.9819 -2.0392 0.0006
C -3.0473 -2.3904 -0.6793 0.0077
P -2.2002 -0.7989 -0.3585 0.0346
C -3.0442 0.3446 -1.5046 0.0060
C -4.4943 0.6950 -1.1760 0.0025
C -2.7311 -0.3112 1.3324 0.0031
C -4.0417 -0.8894 1.8658 0.0012
H -3.0843 -3.9813 -2.1614 0.0000
H -1.5735 -3.0622 -2.1474 0.0001
H -3.0193 -2.3628 -2.8620 0.0000
H -2.7667 -3.0748 0.1241 0.0000
H -4.1264 -2.2420 -0.6044 0.0015
H -2.9421 -0.1071 -2.4952 0.0000
H -2.4417 1.2488 -1.5430 0.0003
H -5.1382 -0.1891 -1.1379 0.0001
H -4.8964 1.3652 -1.9379 0.0005
H -4.5761 1.2261 -0.2249 0.0000
H -2.7779 0.7801 1.3227 -0.0001
H -1.9048 -0.5783 1.9965 0.0001
H -4.8886 -0.6475 1.2233 0.0000
H -4.2546 -0.4778 2.8543 0.0002
H -3.9894 -1.9760 1.9636 0.0000
Cl 4.8035 -1.6434 -1.3402 0.0001
C 3.5100 -2.1193 -0.1988 0.0009
Cl 4.1757 -3.0823 1.1374 0.0001
C 2.4138 -2.8662 -0.9946 0.0070
O 2.5264 -4.0691 -1.1731 0.0077
O 1.4711 -2.0924 -1.3682 0.0392
H 3.1185 -1.2042 0.2294 0.0001
```